14
Properties=species:S:1:pos:R:3 method="wB97M-V/def2-TZVPD" energy_ev=-7357.930 de_lowest_kcal_mol=99.7 max_force_ev_per_a=0.5 homo_ev=-8.34
C -0.62701 1.65350 -0.33077
C -0.97339 0.21833 -0.08496
C -0.29853 -0.36951 1.14718
C 0.65947 -1.37747 0.51449
O 1.16055 -2.34642 1.02265
C 0.72674 -0.95380 -0.93477
H 0.37017 1.98969 0.00017
H -0.80902 1.98278 -1.35931
H -1.35391 2.19059 0.30234
H -0.45901 -0.60070 -1.07447
H -1.00046 -0.88108 1.81435
H 0.27692 0.35891 1.73988
H 0.91069 -1.74740 -1.66764
H 1.41680 -0.11742 -1.08913

10
Properties=species:S:1:pos:R:3 method="wB97M-V/def2-TZVPD" smiles="C=C=O.ONCl" energy_ev=-20242.172 de_lowest_kcal_mol=93.4 max_force_ev_per_a=3.6 homo_ev=-9.39
C -1.32565 -0.59988 -0.24601
C -0.84655 -1.75254 -0.04170
O -0.09935 -2.60488 0.07344
H -2.30382 -0.28681 0.01084
H -0.91334 -0.04245 -1.04782
O 0.57315 1.93962 0.05574
N 1.08820 0.83619 0.75389
Cl 2.19614 -0.18764 -0.17639
H 1.35167 2.39132 -0.20265
H 0.27955 0.30707 0.82067

8
Properties=species:S:1:pos:R:3 method="wB97M-V/def2-TZVPD" energy_ev=-11633.881 de_lowest_kcal_mol=54.5 max_force_ev_per_a=4.7 homo_ev=-10.45
C -1.00494 0.26306 -1.43325
C 1.19537 0.08204 2.29277
O -0.07839 -0.39763 -1.25138
O 1.01705 -1.07302 1.73336
F -2.25320 -0.22862 -1.63575
F 1.24621 1.12264 1.30312
H -1.14181 1.39485 -1.70261
H 1.01970 -1.16333 0.69374

73
Properties=species:S:1:pos:R:3 method="wB97M-V/def2-TZVPD" charge=+3 energy_ev=-162094.779 max_force_ev_per_a=3.0 homo_ev=-16.82
Lu 0.05414 -0.30063 -0.08765
P 1.67263 -1.56916 1.65694
P 2.15960 1.07710 -1.31464
P -2.32166 -1.08918 1.12508
H -1.07389 1.22816 -3.32687
C -1.79760 1.13685 -2.52281
C -1.78648 1.98796 -1.46885
H -0.97315 2.70511 -1.33489
C 2.27007 -3.23930 1.23582
C 3.20588 -0.66481 2.10122
C 0.89460 -1.80558 3.30544
C 1.86237 2.24195 -2.69371
C 3.18971 2.13843 -0.22606
C 3.41330 -0.03558 -2.06077
C -3.91427 -0.52226 0.42596
C -2.56943 -0.67038 2.89075
C -2.58526 -2.90305 1.14827
H -2.50500 0.30675 -2.57684
H -2.51377 1.88956 -0.65569
H 2.92803 -3.60456 2.03494
H 2.81447 -3.20584 0.28443
H 1.41696 -3.91659 1.10673
H 3.75828 -1.25124 2.85239
H 2.95179 0.32316 2.51274
H 3.83140 -0.51724 1.20768
H 1.62622 -2.28076 3.97842
H 0.00023 -2.44182 3.21477
H 0.58671 -0.83283 3.71712
H 2.69681 2.19030 -3.40643
H 1.77872 3.26432 -2.30282
H 0.92832 1.98600 -3.20733
H 4.14974 2.34933 -0.71826
H 3.37774 1.64262 0.73409
H 2.66597 3.08505 -0.03445
H 4.07886 0.56070 -2.69935
H 2.91414 -0.80124 -2.66963
H 4.00068 -0.54051 -1.28146
H -4.69783 -1.26592 0.62301
H -3.80857 -0.38233 -0.65656
H -4.20209 0.43753 0.87260
H -3.48781 -1.14208 3.26405
H -2.65057 0.41670 3.00731
H -1.71932 -1.00885 3.49248
H -3.64420 -3.10908 1.35679
H -1.96036 -3.37517 1.91863
H -2.31154 -3.32890 0.17236
C -0.64898 -3.00693 -3.41213
C -1.18402 -2.13134 -4.37268
C -1.58020 -2.62046 -5.64025
C -1.44872 -3.98634 -5.94382
C -0.93162 -4.86408 -4.98007
C -0.53809 -4.37327 -3.72550
Se -0.03577 -2.46997 -1.55562
H 0.47588 -0.88192 -1.94011
H -1.27593 -1.06634 -4.13344
H -1.98076 -1.92804 -6.38768
H -1.74560 -4.36005 -6.92148
H -0.82035 -5.92609 -5.19701
H -0.12130 -5.05299 -2.97529
C -1.57056 4.22829 3.93360
N -1.29356 3.47015 2.69754
C -0.04637 3.01871 2.39495
S 0.21764 1.38191 1.88967
N 1.01343 3.82152 2.56977
C 0.97398 5.26202 2.77554
H -0.70602 4.19227 4.61496
H -2.44120 3.78337 4.43645
H -1.81497 5.27085 3.68317
H -2.03378 2.81614 2.42580
H 1.89579 3.39070 2.29979
H 1.10674 5.49180 3.83888
H 1.80227 5.70984 2.22000
H 0.02744 5.66762 2.41002